Computed, not measured: a molecular structure, C15H20N4O4PdSi in a non-equilibrium geometry, with ωB97M-V/def2-TZVPD.

Geometry as XYZ:
```
45
Properties=species:S:1:pos:R:3:lowdin_charge:R:1
H 2.781 -0.852 0.393 -0.01
H -4.547 1.868 -1.318 0.09
N 0.376 1.146 0.817 -0.10
H -3.391 2.293 -2.583 0.09
C 2.569 2.806 1.954 -0.18
N -1.483 1.702 -0.273 -0.02
C -0.602 2.082 0.674 -0.44
H -2.749 -4.615 0.783 0.07
H 2.165 -1.287 -1.765 0.07
O -2.326 -5.542 0.766 0.14
Si 2.063 1.517 0.697 0.36
O -3.264 -3.158 0.614 0.05
H -3.725 4.141 -0.207 0.11
H 3.650 2.969 1.922 0.03
H -3.286 0.722 -1.764 0.05
C -1.060 -2.891 -0.098 -0.11
N 0.687 -4.082 -0.600 0.19
H 3.087 -2.645 -1.098 0.09
C 0.954 -2.806 -0.929 -0.33
C 2.183 -2.366 -1.640 0.00
H 2.089 3.771 1.776 0.02
O -2.628 -1.160 -0.157 -0.07
H 4.076 0.130 1.083 0.04
C -2.601 2.370 -0.595 -0.30
H 2.220 -2.832 -2.626 0.09
C -3.508 1.776 -1.629 -0.02
H -2.148 4.944 1.535 0.11
C 2.489 2.156 -1.012 -0.18
C -1.104 -5.500 0.310 -0.49
H 2.307 2.474 2.963 0.04
C -2.841 3.571 0.040 -0.04
C -2.421 -2.365 0.168 -0.57
Pd -0.742 -0.095 -0.575 1.00
H 2.713 -0.384 2.089 0.04
H -0.160 3.588 2.151 0.10
C -0.575 -4.163 -0.078 -0.06
C 2.997 -0.046 1.089 -0.16
H 3.571 2.248 -1.140 0.03
C -0.836 3.278 1.367 -0.01
H 2.107 1.495 -1.793 0.01
O -0.383 -6.463 0.167 0.10
C -1.949 4.011 1.022 -0.05
N -0.077 -2.058 -0.593 0.03
H 1.268 -4.897 -0.738 0.18
H 2.052 3.147 -1.166 0.03
```

Output
HOMO level (alpha / beta), eV: -8.45 / -8.45
Relative energy (zero: lowest compared OMol25 entry of this formula, charge and spin), kJ/mol: 90.81
Strongest force on any atom, eV/A: 1.26
Frontier orbital gap (alpha / beta), eV: 7.6 / 7.6
Charge: 0
Lowest unoccupied orbital energy (alpha / beta), eV: -0.9 / -0.9


Computed, not measured: 2 unconnected molecules or ions with the total composition C15H20N5O3 in a non-equilibrium geometry, with ωB97M-V/def2-TZVPD.

Geometry as XYZ:
```
43
Properties=species:S:1:pos:R:3:lowdin_charge:R:1
H -1.359 -0.685 -1.036 0.10
C 1.251 -4.194 2.419 0.10
O -3.183 3.755 -1.733 -0.03
H 1.285 -0.162 0.534 0.10
N -5.952 7.243 -0.138 0.14
C -1.360 -3.984 1.278 0.02
C -0.820 1.477 -1.614 -0.19
H -0.542 2.423 -0.961 0.15
H 6.704 -4.275 0.093 0.10
O -5.351 5.120 0.318 0.01
H 0.132 -2.052 -1.849 0.15
C 6.246 -1.891 0.757 -0.01
H 1.955 -2.329 -1.473 0.14
C -0.351 -4.572 2.412 0.04
N -0.810 -3.126 0.204 0.09
H 7.376 -1.551 0.706 0.11
C -3.043 2.463 -1.400 -0.09
C 4.985 -0.930 1.169 -0.07
H -4.234 7.048 -1.938 0.10
H -2.524 -4.244 1.282 0.15
O -2.183 1.543 -2.188 -0.14
C 5.892 -3.477 0.384 0.00
C 0.953 -1.974 -0.985 -0.12
C 4.281 -3.913 0.502 0.01
H 5.256 0.210 1.397 0.12
N 0.517 -2.860 0.209 -0.11
N -4.352 6.224 -1.373 0.15
H -0.066 1.374 -2.522 0.14
H 1.554 0.302 -1.344 0.12
H -3.785 5.409 -1.569 0.04
H 2.031 -4.569 3.214 0.13
C 0.959 -0.354 -0.574 -0.15
C -0.634 0.150 -0.653 -0.19
N 3.536 -1.307 1.296 0.03
C 1.647 -3.215 1.121 0.01
C -5.226 6.131 -0.355 -0.72
C 3.233 -2.739 0.962 -0.19
H -5.863 8.085 -0.682 0.10
H -3.647 2.067 -0.451 0.19
H -6.622 7.216 0.619 0.11
H -0.797 -5.271 3.254 0.12
H -1.040 0.462 0.426 0.12
H 3.953 -5.029 0.282 0.11
```

Output
HOMO level, eV: -10.75
Relative energy (zero: lowest compared OMol25 entry of this formula, charge and spin), kJ/mol: 1397.80
Strongest force on any atom, eV/A: 9.59
Frontier orbital gap, eV: 5.7
Charge: +1
Lowest unoccupied orbital energy, eV: -5.0


Computed, not measured: 2 unconnected molecules or ions with the total composition C15H20NO5 in a non-equilibrium geometry, with ωB97M-V/def2-TZVPD.

Geometry as XYZ:
```
41
Properties=species:S:1:pos:R:3:lowdin_charge:R:1
C -0.108 -1.768 -1.071 -0.05
C 1.118 -2.434 4.068 -0.22
C -1.342 4.597 -2.135 -0.37
C 2.443 -0.280 1.301 -0.04
O 1.379 1.741 -3.213 0.08
C -0.702 2.236 -2.256 0.00
H 1.978 0.533 1.870 0.14
H -2.503 2.891 -1.369 0.11
O -2.231 -0.979 -1.785 -0.07
H 0.139 -1.115 -1.910 0.14
H 1.720 4.277 -3.729 0.12
H 0.060 6.017 -3.040 0.13
H 2.859 -2.318 2.066 0.18
O 1.535 -1.301 3.289 -0.10
H 3.520 -0.104 1.279 0.14
C 1.823 -0.366 -0.098 -0.05
C 0.561 2.599 -2.936 -0.39
C -0.089 4.961 -2.852 0.03
H -0.720 -3.592 4.240 0.09
C -0.405 -2.551 4.121 -0.06
O -3.778 0.655 -1.688 0.15
H -2.041 -2.491 -0.370 0.13
H -1.627 -0.849 0.211 0.14
H -4.253 -1.284 -1.441 0.16
H 1.291 0.540 -0.396 0.13
H 0.070 -2.804 -1.380 0.15
C 2.037 -1.580 2.011 -0.29
C -1.580 3.151 -1.872 0.03
H -0.875 1.181 -2.098 0.09
C 0.965 -2.132 1.104 0.10
H 2.519 -0.629 -0.903 0.15
C -3.511 -0.486 -1.599 -0.30
O -2.132 5.436 -1.772 0.13
N 0.842 -1.474 0.015 -0.03
H -0.856 -2.146 3.207 0.06
H 1.581 -3.350 3.669 0.12
C -1.575 -1.537 -0.646 -0.15
H 1.545 -2.282 5.064 0.13
H -0.816 -1.977 4.957 0.09
C 0.795 4.035 -3.220 0.02
H 0.365 -3.019 1.306 0.17
```

Output
HOMO level, eV: -12.37
Relative energy (zero: lowest compared OMol25 entry of this formula, charge and spin), kJ/mol: 0.00
Strongest force on any atom, eV/A: 1.07
Frontier orbital gap, eV: 8.0
Charge: +1
Lowest unoccupied orbital energy, eV: -4.4


Computed, not measured: 3 unconnected molecules or ions with the total composition C15H20O14S3 in a non-equilibrium geometry, with ωB97M-V/def2-TZVPD.

Geometry as XYZ:
```
52
Properties=species:S:1:pos:R:3:lowdin_charge:R:1
H 0.113 3.213 -4.292 0.10
H -2.348 1.300 -4.721 0.14
C 1.313 0.941 2.931 -0.18
H 3.180 -1.103 -3.468 0.08
C -1.661 2.827 -2.743 -0.24
C -3.896 -1.534 -3.532 -0.09
C 3.243 -2.667 5.954 -0.17
H 0.255 0.680 3.008 0.14
H 1.047 1.518 0.851 0.12
O 1.220 0.162 6.198 -0.24
O 3.216 -1.259 5.729 -0.20
O -5.256 -1.422 -2.906 -0.25
O -6.007 -0.260 -0.448 -0.31
C 1.919 -2.997 6.639 -0.18
C 1.286 -0.794 -1.877 -0.02
H 1.376 2.892 1.943 0.14
H 4.092 -2.891 6.609 0.13
S 3.472 0.195 1.938 0.67
O -3.033 2.332 -2.933 -0.08
C -2.897 -0.290 -3.029 -0.33
H -3.904 -1.625 -4.715 0.16
C -0.503 -0.788 -4.574 -0.03
H -0.840 -0.412 -0.647 0.11
H 1.564 -1.139 -5.834 0.09
O 4.523 0.348 2.919 -0.23
O -0.968 2.593 -1.594 -0.04
H 1.642 1.407 3.866 0.12
O 2.104 -0.226 2.720 -0.20
H -3.476 -2.531 -3.049 0.16
C -1.272 -0.551 -3.110 -0.07
C 1.115 -1.006 -4.740 -0.07
C -0.830 3.755 -3.859 -0.02
S -5.227 -0.118 -1.806 0.92
S 2.291 -0.544 6.866 0.68
C -3.091 1.165 -3.827 -0.12
O 3.159 0.079 7.839 -0.23
O -6.024 1.076 -2.456 -0.33
H -0.411 4.677 -3.227 0.10
H 1.976 -0.819 -0.918 0.06
H 3.364 -3.203 5.009 0.14
O -3.507 0.042 -1.713 -0.22
O 3.604 -0.639 0.766 -0.26
C 1.605 1.843 1.735 -0.16
H 1.960 -3.938 7.192 0.14
C 2.020 -0.983 -3.366 -0.05
H 1.100 -3.036 5.914 0.13
C -0.358 -0.574 -1.722 0.01
H -1.542 4.222 -4.664 0.09
H -1.200 -0.782 -5.529 0.09
O 2.996 1.681 1.466 -0.19
H -4.177 1.089 -4.315 0.15
O 1.674 -1.904 7.521 -0.19
```

Output
HOMO level, eV: -9.06
SMILES string: CC(=O)OC[C@]1(c2ccccc2)COS(=O)(=O)O1.O=S1(=O)OCCO1.O=S1(=O)OCCO1
Strongest force on any atom, eV/A: 9.07
Frontier orbital gap, eV: 8.6
Charge: 0
Lowest unoccupied orbital energy, eV: -0.5


Computed, not measured: 2 unconnected molecules or ions with the total composition C15H21Br2Cl2IN3O3 in a non-equilibrium geometry, with ωB97M-V/def2-TZVPD.

Geometry as XYZ:
```
47
Properties=species:S:1:pos:R:3:lowdin_charge:R:1
H 2.652 0.698 2.381 0.06
Br 3.664 -1.664 -0.145 0.70
O -0.714 -4.544 -2.095 0.12
N -1.631 0.989 -2.894 0.06
H -0.972 -2.406 0.279 0.12
C 5.491 -2.015 0.444 -0.65
C -0.346 -2.720 -0.548 -0.06
C -0.875 0.486 -0.269 -0.15
C -2.721 3.915 -0.126 -0.09
H 0.010 -0.850 1.156 0.05
H 5.975 -2.518 -0.390 0.06
O -4.723 4.925 -0.830 0.10
H -1.300 2.874 1.070 0.10
H -2.892 2.192 1.099 0.11
H -5.648 2.745 -1.136 0.12
H 1.501 0.315 3.647 0.09
Br 4.990 -1.867 3.256 0.63
H 1.149 -1.227 -0.306 0.01
H 5.951 -1.045 0.601 0.06
C 5.511 -2.874 1.677 -0.69
H 1.714 -0.758 2.276 0.05
H 4.834 -3.719 1.608 0.05
H 6.519 -3.232 1.871 0.07
Cl -1.841 -0.087 2.222 0.74
C -2.030 1.766 -1.920 -0.02
Cl 1.431 2.044 0.528 0.68
C 0.440 -1.500 -1.080 -0.20
H -2.642 2.599 -2.216 0.13
C 1.672 0.285 2.576 -0.13
C -2.143 2.612 0.440 -0.14
H 0.110 1.772 2.467 0.08
C -1.179 -3.369 -1.617 -0.57
H -2.135 4.307 -0.952 0.13
O -2.204 -2.915 -2.002 0.12
C -0.438 0.128 1.141 -0.65
N -0.870 -0.027 -2.571 -0.41
N -4.916 2.718 -0.434 0.16
H 1.056 -1.748 -1.936 0.05
C -1.685 1.593 -0.565 -0.11
H -2.673 4.664 0.658 0.14
H -4.375 1.878 -0.593 0.07
C -0.447 -0.330 -1.335 -0.20
C -4.185 3.905 -0.523 -0.55
C 0.604 1.066 1.816 -0.67
H 0.229 -4.494 -2.292 0.12
H 0.390 -3.434 -0.192 0.13
I -0.307 -1.131 -4.246 1.15
```

Output
HOMO level, eV: -12.54
Strongest force on any atom, eV/A: 1.18
Frontier orbital gap, eV: 7.8
Charge: +1
Lowest unoccupied orbital energy, eV: -4.7


Computed, not measured: a molecular structure, C15H21N3O3Yb in a non-equilibrium geometry, with ωB97M-V/def2-TZVPD.

Geometry as XYZ:
```
43
Properties=species:S:1:pos:R:3:lowdin_charge:R:1
H 3.047 3.053 -2.977 -0.30
H 5.139 -1.623 4.700 0.07
H 4.131 -2.347 0.485 0.07
O 2.556 -0.812 0.437 -0.08
H 6.270 -0.411 4.100 0.07
C 4.441 -3.082 1.233 -0.09
C -1.443 1.710 1.377 -0.05
O 3.018 -1.652 5.193 0.11
H 4.317 -4.084 0.816 0.08
N 0.997 -0.378 1.936 0.03
H 0.885 1.632 2.189 0.22
C -0.137 -2.286 -0.966 -0.18
H 0.394 -1.747 -3.071 0.07
C 3.164 -1.455 2.766 -0.25
H 0.563 -3.097 -0.734 0.08
H 6.148 -1.966 3.275 0.06
C 2.536 -1.445 4.148 -0.44
C 0.365 -0.542 3.147 -0.57
C 2.223 -0.876 1.664 -0.41
H -1.434 -2.261 0.849 0.07
Yb 0.563 0.959 -0.297 1.31
H -1.788 -0.183 -2.930 0.05
H 5.499 -2.937 1.470 0.06
N 2.718 2.015 -2.885 -0.38
C -0.234 -1.563 -2.211 -0.18
H 0.706 -1.044 5.086 0.15
H 4.174 0.372 3.336 0.12
C 3.567 -2.941 2.458 -0.17
H 4.067 -3.356 3.352 0.12
H 4.871 -0.385 1.907 0.12
C 5.570 -1.192 3.791 -0.10
C -0.175 2.120 1.192 -0.34
H -1.888 1.316 2.315 0.08
H 0.194 3.037 1.125 0.00
H -2.242 1.756 0.747 0.02
C -1.925 -0.828 -0.824 -0.25
H 2.631 -3.502 2.336 0.12
C 4.489 -0.589 2.912 -0.16
N 1.176 -1.073 4.182 0.19
C -1.199 -1.830 -0.114 -0.19
C -1.366 -0.698 -2.115 -0.24
H -2.799 -0.360 -0.452 0.05
O -0.788 -0.327 3.398 0.05
```

Output
HOMO level (alpha / beta), eV: -3.68 / -2.56
Relative energy (zero: lowest compared OMol25 entry of this formula, charge and spin), kJ/mol: 873.27
Strongest force on any atom, eV/A: 8.46
Spin multiplicity: 2
Frontier orbital gap (alpha / beta), eV: 5.6 / 4.5
Charge: -1
Lowest unoccupied orbital energy (alpha / beta), eV: 1.9 / 1.9
<S²>: 0.78